The following is a quantum chemistry calculation of a structure of composition C34H35AsO2P2Se2Te2V at a distorted geometry, from OMol25.

Geometry as XYZ:
```
79
Properties=species:S:1:pos:R:3
V -0.409 0.148 0.134
Se -1.586 -1.991 0.161
Te -4.017 -1.509 -0.297
Te -4.155 0.707 1.245
Se -2.169 1.857 0.184
O -0.157 -0.002 2.230
P 0.616 0.934 3.144
C 2.138 1.439 2.299
P 2.673 0.235 1.055
O 1.737 0.301 -0.161
C 2.727 -1.364 1.835
C 3.480 -1.589 2.990
C 3.473 -2.838 3.587
C 2.703 -3.860 3.037
C 1.950 -3.635 1.895
C 1.964 -2.388 1.283
C 4.349 0.697 0.606
C 5.439 -0.161 0.717
C 6.700 0.255 0.299
C 6.872 1.523 -0.232
C 5.786 2.383 -0.357
C 4.530 1.970 0.057
C 1.061 0.065 4.640
C 1.861 0.642 5.624
C 2.162 -0.067 6.776
C 1.640 -1.348 6.949
C 0.830 -1.916 5.979
C 0.539 -1.213 4.811
C -0.247 2.389 3.646
C 0.384 3.607 3.880
C -0.361 4.701 4.301
C -1.732 4.571 4.471
C -2.364 3.359 4.222
C -1.626 2.264 3.807
H 2.956 1.658 2.989
H 1.891 2.348 1.744
H 4.068 -0.793 3.435
H 4.051 -3.011 4.485
H 2.687 -4.834 3.510
H 1.333 -4.421 1.479
H 1.359 -2.211 0.401
H 5.315 -1.159 1.117
H 7.542 -0.418 0.385
H 7.854 1.844 -0.558
H 5.915 3.369 -0.784
H 3.685 2.637 -0.070
H 2.247 1.650 5.503
H 2.786 0.380 7.539
H 1.865 -1.898 7.855
H 0.422 -2.909 6.120
H -0.077 -1.642 4.029
H 1.454 3.722 3.738
H 0.124 5.651 4.483
H -2.316 5.427 4.787
H -3.439 3.270 4.327
H -2.128 1.334 3.563
C 0.739 -0.612 -3.501
As -0.462 0.411 -2.359
C -2.091 0.184 -3.358
C 0.157 2.228 -2.869
C -0.487 2.805 -4.093
C -1.762 3.370 -4.029
C -2.370 3.864 -5.172
C -1.721 3.799 -6.403
C -0.455 3.239 -6.476
C 0.156 2.748 -5.325
H 0.729 -0.218 -4.517
H 0.398 -1.645 -3.510
H 1.749 -0.575 -3.098
H -1.957 0.512 -4.387
H -2.889 0.737 -2.871
H -2.334 -0.876 -3.319
H 1.233 2.127 -3.008
H -0.015 2.853 -1.996
H -2.278 3.406 -3.076
H -3.360 4.298 -5.105
H -2.201 4.183 -7.294
H 0.063 3.185 -7.426
H 1.149 2.313 -5.385
```

- F_max: 1.49 eV/Å
- HOMO (alpha / beta): -0.2101 / -0.2200 hartree
- E_LUMO (alpha / beta): -0.07 / -0.06 eV
- Expectation value of S²: 3.770
- 2S+1: 4

The molecule's Mulliken atomic charges, reported in e, are given here: 0.462, -0.385, -0.247, -0.181, -0.503, -0.508, 0.893, -1.281, 0.810, -0.021, 0.570, 0.027, -0.866, -0.560, -0.720, -0.899, 0.529, -0.280, -0.737, -0.450, -0.754, -0.666, 0.441, -0.503, -0.721, -0.491, -0.716, -0.361, 0.785, -0.330, -0.798, -0.437, -0.794, -0.701, 0.625, 0.740, 0.470, 0.443, 0.418, 0.461, 0.411, 0.381, 0.410, 0.387, 0.414, 0.329, 0.365, 0.428, 0.410, 0.447, 0.515, 0.376, 0.410, 0.394, 0.428, 0.516, -1.291, 1.250, -1.315, -1.323, 0.289, -0.119, -0.678, -0.417, -0.639, -0.253, 0.406, 0.383, 0.311, 0.424, 0.299, 0.411, 0.442, 0.458, 0.451, 0.400, 0.381, 0.377, 0.367

The following is a quantum chemistry calculation of a structure of composition C34H35BClI2N8O3Re, from OMol25.

Geometry as XYZ:
```
85
Properties=species:S:1:pos:R:3
Re -0.625 -0.123 -0.010
C -2.271 1.155 2.937
C -1.211 0.117 3.079
C -0.671 -0.383 4.256
C 0.307 -1.293 3.876
C 1.190 -2.137 4.729
N 0.345 -1.317 2.541
N -0.591 -0.466 2.036
B 1.168 -2.182 1.563
N 2.037 -1.273 0.686
N 1.436 -0.364 -0.129
C 2.398 0.300 -0.783
C 2.145 1.447 -1.703
C 3.635 -0.212 -0.395
C 3.368 -1.202 0.535
C 4.316 -2.084 1.274
N 0.158 -2.922 0.652
N -0.742 -2.205 -0.089
C -1.471 -3.088 -0.801
C -2.525 -2.701 -1.779
C -1.042 -4.371 -0.496
C -0.012 -4.227 0.424
C 0.810 -5.280 1.084
H -2.267 1.798 3.815
H -3.257 0.692 2.868
H -2.119 1.773 2.054
H -0.944 -0.110 5.261
H 1.021 -1.901 5.777
H 2.243 -1.967 4.502
H 0.986 -3.197 4.579
H 1.842 -2.962 2.160
H 1.092 1.564 -1.934
H 2.689 1.305 -2.637
H 2.510 2.370 -1.248
H 4.604 0.105 -0.740
H 5.339 -1.812 1.022
H 4.167 -3.132 1.014
H 4.191 -1.988 2.353
H -2.729 -1.636 -1.778
H -3.448 -3.240 -1.562
H -2.213 -2.980 -2.787
H -1.422 -5.294 -0.901
H 0.483 -6.261 0.750
H 0.713 -5.233 2.168
H 1.866 -5.166 0.838
Cl 2.009 6.732 2.030
C 1.290 5.245 1.515
C 0.265 5.282 0.618
C -0.331 4.083 0.186
I -1.871 4.171 -1.205
C 0.102 2.858 0.643
O -0.505 1.762 0.169
C 1.173 2.808 1.593
N 1.575 1.597 2.048
C 2.557 1.551 2.908
C 3.227 2.690 3.399
C 2.831 3.917 2.960
C 1.772 4.013 2.028
H -0.089 6.229 0.237
H 2.851 0.563 3.250
H 4.035 2.581 4.110
H 3.311 4.820 3.310
C -5.397 1.888 -1.066
C -5.204 0.468 -0.519
C -3.810 0.239 -0.170
N -2.689 0.124 0.013
H -6.447 2.036 -1.311
H -4.797 2.024 -1.964
H -5.102 2.634 -0.331
H -5.453 -0.277 -1.279
H -5.824 0.273 0.356
I 0.955 -0.010 -8.819
C 0.179 0.062 -6.888
C -1.064 0.643 -6.669
C -1.576 0.685 -5.384
C -0.852 0.158 -4.320
C 0.394 -0.418 -4.551
C 0.911 -0.471 -5.836
C -1.441 0.219 -2.950
O -2.569 0.616 -2.742
O -0.580 -0.145 -2.004
H -1.625 1.058 -7.495
H -2.544 1.128 -5.192
H 0.954 -0.828 -3.722
H 1.876 -0.925 -6.017
```

- F_max: 0.77 eV/Å
- HOMO (alpha / beta): -0.3845 / -0.3890 hartree
- E_LUMO (alpha / beta): -4.13 / -3.87 eV
- Expectation value of S²: 0.764
- Net charge: +1
- 2S+1: 2
- Energy above the lowest of the compared OMol25 structures with the same formula, charge and spin: 0.15 kcal per mole

The molecule's Mulliken atomic charges, reported in e, are given here: 1.368, -1.400, 0.801, -1.616, 0.855, -1.414, 0.788, 0.297, -0.822, 0.654, 0.711, 0.554, -1.323, -1.492, 0.926, -1.415, 0.323, -0.442, 0.604, -0.946, -1.604, 1.020, -1.442, 0.424, 0.274, 0.113, 0.539, 0.420, 0.239, 0.267, -0.042, 0.006, 0.454, 0.290, 0.581, 0.414, 0.251, 0.223, -0.120, 0.392, 0.273, 0.535, 0.381, 0.285, 0.268, -0.243, 0.694, -0.372, 0.276, 0.032, -0.457, 0.527, -0.409, 0.593, -0.150, -1.288, -1.059, 0.125, 0.457, 0.317, 0.465, 0.450, -1.021, -0.778, 0.501, -0.089, 0.399, 0.207, 0.313, 0.307, 0.397, 0.118, -0.101, -0.674, -0.357, 0.429, -0.163, -0.743, -0.034, -0.632, -0.147, 0.395, 0.457, 0.399, 0.404

The following is a quantum chemistry calculation of a structure of composition C34H35FeN5O2S2 at a distorted geometry, from OMol25.

Geometry as XYZ:
```
79
Properties=species:S:1:pos:R:3
Fe 0.156 1.250 1.731
O 1.166 -0.018 2.499
C 1.382 -0.904 3.414
C 2.547 -1.698 3.332
C 2.821 -2.646 4.285
C 1.948 -2.862 5.350
C 0.806 -2.101 5.456
C 0.508 -1.108 4.520
C -0.609 -0.231 4.739
N -0.917 0.724 3.960
C -1.906 1.680 4.348
C -1.188 3.033 4.452
N -0.506 3.261 3.211
C 0.272 4.257 3.058
C 0.870 4.567 1.787
C 1.715 5.671 1.656
C 2.282 6.010 0.448
C 1.991 5.249 -0.684
C 1.162 4.158 -0.596
C 0.591 3.770 0.635
O -0.131 2.693 0.677
H 3.218 -1.517 2.507
H 3.726 -3.226 4.213
H 2.173 -3.608 6.096
H 0.121 -2.255 6.279
H -1.168 -0.386 5.676
H -2.391 1.422 5.303
H -2.651 1.749 3.551
H -0.475 3.011 5.287
H -1.923 3.825 4.645
H 0.505 4.940 3.887
H 1.917 6.277 2.530
H 2.939 6.866 0.373
H 2.431 5.510 -1.635
H 0.937 3.548 -1.458
S -1.661 -0.145 0.706
C -1.182 -0.780 -0.829
N -2.010 -1.682 -1.447
C -1.492 -2.411 -2.576
C -0.704 -1.457 -3.473
N 0.329 -0.822 -2.700
C 1.646 -0.692 -3.281
C 2.411 -1.990 -3.230
C 2.915 -2.571 -4.385
C 3.609 -3.767 -4.321
C 3.802 -4.394 -3.103
C 3.293 -3.823 -1.947
C 2.605 -2.626 -2.009
C 0.052 -0.459 -1.408
S 1.261 0.386 -0.534
C -3.407 -1.852 -1.112
C -4.293 -1.312 -2.207
C -4.342 0.057 -2.446
C -5.130 0.561 -3.464
C -5.877 -0.295 -4.257
C -5.826 -1.658 -4.031
C -5.038 -2.164 -3.012
H -2.322 -2.848 -3.134
H -0.832 -3.220 -2.230
H -1.393 -0.704 -3.887
H -0.243 -2.008 -4.295
H 2.179 0.072 -2.707
H 1.545 -0.348 -4.315
H 2.770 -2.082 -5.339
H 3.999 -4.210 -5.225
H 4.346 -5.326 -3.052
H 3.437 -4.311 -0.993
H 2.219 -2.171 -1.109
H -3.581 -1.313 -0.178
H -3.613 -2.917 -0.951
H -3.759 0.721 -1.823
H -5.168 1.624 -3.640
H -6.498 0.099 -5.049
H -6.401 -2.331 -4.648
H -5.011 -3.231 -2.837
N 3.496 1.954 1.374
H 3.263 2.600 0.631
H 3.592 1.041 0.945
H 2.691 1.900 1.998
```

- F_max: 5.62 eV/Å
- HOMO (alpha / beta): -0.2606 / -0.2707 hartree
- E_LUMO (alpha / beta): -1.64 / -1.65 eV
- Expectation value of S²: 6.018
- 2S+1: 5
- Energy above the lowest of the compared OMol25 structures with the same formula, charge and spin: 35.06 kcal per mole

The molecule's Mulliken atomic charges, reported in e, are given here: 0.754, 0.219, 0.113, -0.643, -0.610, -0.739, -0.646, 0.697, -0.557, 0.374, -1.067, -0.764, -0.006, -0.411, 0.934, -0.768, -0.653, -0.484, -0.396, 0.233, -0.813, 0.415, 0.398, 0.388, 0.361, 0.152, 0.452, 0.249, 0.424, 0.409, 0.314, 0.345, 0.396, 0.380, 0.430, -0.410, 0.171, 0.287, -0.818, -0.720, 0.261, -1.638, 0.909, -0.381, -0.600, -0.394, -0.884, -0.024, -0.029, -0.085, -1.380, 0.579, -0.152, -0.782, -0.384, -0.624, -0.319, 0.430, 0.376, 0.328, 0.445, 0.401, 0.508, 0.358, 0.381, 0.388, 0.432, 0.425, 0.457, 0.435, 0.536, 0.412, 0.388, 0.381, 0.389, -0.736, 0.278, 0.271, 0.254